# 1
87
Properties=species:S:1:pos:R:3:forces:R:3:mulliken_charge:R:1 method="wB97M-V/def2-TZVPD" charge=-2 molar_mass_g_mol=899.062 max_force_ev_per_a=1.6 energy_ev=-84870.7295 homo_lumo_gap_ev=5.21 relative_energy_kj_mol=53.9
Ag 1.40227 -1.10520 -0.09710 -0.71 1.00 -0.03 1.74
Cl -3.16513 -6.60250 -1.63040 -0.05 -0.05 -0.12 -0.35
C -2.16933 -5.40630 -0.81680 -0.41 -0.38 0.43 0.81
C -2.30243 -5.27550 0.55060 -0.10 -0.19 -0.70 -0.62
C -1.50623 -4.37260 1.21330 0.03 0.22 0.96 -0.42
I -1.64933 -4.11200 3.30880 -0.12 -0.19 -0.32 -0.09
C -0.50423 -3.58350 0.61520 0.15 0.06 0.81 -0.17
O 0.26127 -2.85550 1.28360 0.05 -0.05 -0.10 -0.66
C -0.43893 -3.70650 -0.83140 -0.28 -0.17 -0.36 0.50
N 0.42237 -2.88880 -1.44440 0.18 -0.09 -0.62 -0.47
C 0.58067 -2.97710 -2.74980 0.18 0.19 0.51 -0.70
C -0.11543 -3.89680 -3.53360 -0.38 -0.46 -0.01 -0.71
C -1.04263 -4.72350 -2.94040 0.15 0.30 -0.09 -1.10
C -1.25063 -4.63570 -1.54630 0.30 0.20 -0.03 0.56
H -3.01243 -5.88880 1.08560 -0.07 -0.01 0.01 0.42
H 1.30027 -2.29420 -3.17730 0.13 0.12 -0.08 0.52
H 0.08577 -3.95410 -4.59550 -0.06 0.02 -0.03 0.43
H -1.62503 -5.42510 -3.52530 0.05 0.00 0.04 0.36
C 0.39117 0.66990 1.07390 -0.69 0.26 -0.28 -1.58
Si -1.06413 1.50900 0.30190 0.65 -0.08 0.11 -0.49
C -0.71653 1.99850 -1.52580 -0.14 -0.14 0.36 -1.02
N -0.25303 0.86120 -2.29680 -0.10 0.10 -0.30 0.76
C 0.68037 1.18090 -3.34690 0.15 0.18 -0.31 -0.97
C 0.04097 1.84760 -4.58500 0.05 -0.04 0.23 -0.72
C -1.22783 1.09710 -5.02820 0.03 -0.14 -0.02 -0.80
C -1.35893 -0.22400 -4.27290 -0.12 0.22 0.11 -0.68
C -1.33943 0.00390 -2.75510 -0.14 -0.49 -0.01 -0.36
C -1.59173 3.18640 1.12640 0.34 -0.21 -0.23 0.24
C -1.58083 3.29000 2.51610 -0.06 -0.16 0.00 -0.38
C -1.86123 4.47780 3.16590 -0.03 0.04 0.23 -0.62
C -2.16723 5.61510 2.43620 0.00 0.13 0.02 -0.38
C -2.18443 5.54160 1.05450 -0.08 0.29 -0.03 -0.68
C -1.89233 4.34820 0.41810 -0.06 -0.20 -0.17 0.02
C -2.72933 0.57770 0.33250 0.42 0.05 -0.01 -0.04
C -3.89513 1.22680 -0.06270 0.00 0.22 -0.04 -0.09
C -5.12513 0.59450 -0.03760 -0.21 0.11 -0.08 -0.69
C -5.21583 -0.71990 0.38950 -0.06 -0.08 0.00 -0.49
C -4.06453 -1.39100 0.76950 -0.21 -0.24 0.05 -0.43
C -2.83863 -0.74700 0.73680 0.13 -0.05 0.07 0.07
H 0.12677 0.30050 2.06910 -0.07 -0.19 0.11 0.45
H 1.20787 1.39240 1.20940 -0.05 0.07 -0.16 0.42
H 0.07717 2.74440 -1.50830 0.16 0.16 0.10 0.70
H -1.58643 2.47320 -2.01140 -0.13 0.19 0.03 0.33
H 1.18437 0.25790 -3.64140 0.11 0.05 -0.01 0.14
H 1.44957 1.83900 -2.93600 0.05 -0.16 -0.01 0.57
H 0.77817 1.85790 -5.39170 0.04 0.11 0.01 0.50
H -0.21113 2.88400 -4.34470 0.09 0.03 -0.06 0.22
H -1.19673 0.90560 -6.10660 -0.10 0.06 0.06 0.45
H -2.11683 1.70570 -4.83200 0.00 -0.02 -0.01 0.31
H -0.54463 -0.88780 -4.56150 0.05 -0.12 -0.03 0.23
H -2.29673 -0.71980 -4.54260 0.08 -0.07 0.05 0.49
H -1.26353 -0.96860 -2.25400 -0.20 0.02 0.05 -0.46
H -2.30053 0.44650 -2.46270 0.02 -0.04 -0.01 0.39
H -1.34953 2.40630 3.09410 0.11 -0.11 0.13 0.30
H -1.83573 4.52140 4.24820 -0.01 0.00 0.05 0.37
H -2.38083 6.55080 2.93750 -0.02 0.03 0.03 0.35
H -2.42243 6.42170 0.46790 0.00 0.03 -0.01 0.37
H -1.91083 4.31650 -0.66240 0.03 0.03 -0.15 0.27
H -3.83823 2.25860 -0.38730 -0.04 0.12 -0.02 0.34
H -6.01743 1.12820 -0.34830 0.01 0.01 0.01 0.36
H -6.17993 -1.21480 0.42500 0.02 -0.04 -0.02 0.34
H -4.13113 -2.42230 1.09310 0.10 -0.05 0.03 0.41
H -1.94393 -1.27080 1.03340 0.22 -0.20 0.10 0.22
C 2.30267 1.50870 4.35870 0.26 -0.09 0.14 -0.96
C 3.69287 1.07800 4.81860 -0.06 -0.05 -0.16 0.84
C 4.77727 1.86220 4.08380 -0.14 -0.04 0.14 -1.58
C 3.88737 -0.43770 4.62480 0.24 0.48 0.62 -1.20
N 3.81967 -0.85150 3.25370 -0.76 -0.74 -0.89 0.80
C 2.87427 -1.55420 2.59140 0.54 0.18 -0.08 -0.10
N 3.27117 -1.71020 1.34690 -0.28 -0.40 0.69 -0.02
N 4.45737 -1.10930 1.26100 0.39 0.09 -0.50 -0.55
N 4.79637 -0.59550 2.37270 0.77 0.35 0.54 -0.50
H 2.20267 2.59040 4.41500 -0.07 0.10 0.00 0.46
H 1.52987 1.05610 4.97670 -0.16 -0.05 0.02 0.36
H 2.13367 1.20940 3.32740 -0.12 0.02 -0.15 -0.20
H 3.79077 1.26490 5.89750 0.00 -0.08 -0.09 0.28
H 4.69697 1.69840 3.01240 0.06 0.08 -0.05 0.31
H 5.76927 1.54320 4.39840 0.14 -0.01 -0.03 0.38
H 4.67377 2.92670 4.28190 -0.02 0.13 0.04 0.47
H 3.11537 -0.98210 5.17250 0.07 -0.04 -0.06 0.36
H 4.87297 -0.72040 5.01300 -0.17 -0.08 -0.04 0.41
H 1.97047 -1.93790 3.01030 -0.43 -0.06 0.07 0.51
N 7.18817 -1.15220 -3.49320 0.65 -0.03 0.05 -0.68
C 6.04057 -1.07960 -3.32960 0.73 -0.04 0.11 0.48
N 4.76797 -1.00200 -3.33270 -0.13 -0.02 -1.58 -0.68
C 3.87297 -0.92690 -2.44700 -1.21 0.12 1.10 0.49
N 2.92077 -0.84580 -1.77990 0.31 -0.02 -0.13 -0.48



# 2
83
Properties=species:S:1:pos:R:3:forces:R:3:mulliken_charge:R:1 method="wB97M-V/def2-TZVPD" charge=+1 molar_mass_g_mol=861.920 max_force_ev_per_a=1.0 energy_ev=-123522.4684 multiplicity=2 homo_lumo_gap_ev="7.89 / 7.77" relative_energy_kj_mol=9.7
Ir -0.28192 0.25424 -0.11660 0.10 0.90 0.42 2.11
O -1.12280 -0.72939 1.43014 -0.15 -0.23 -0.10 -0.69
N -2.40546 -0.40926 1.70445 0.17 0.03 0.00 0.17
C -3.00380 -1.15487 2.66495 -0.04 0.05 0.00 -0.37
C -4.26917 -0.86435 3.07368 0.03 0.01 -0.05 -0.72
C -4.93333 0.22237 2.48086 -0.10 -0.01 0.07 -0.20
C -4.31291 0.95189 1.50711 0.15 -0.03 -0.08 -0.88
C -3.00552 0.62949 1.08723 -0.18 -0.12 0.17 0.77
S -2.16024 1.47310 -0.14326 -0.26 -0.07 -0.21 -0.57
H -2.38970 -1.95398 3.05050 0.01 0.01 0.01 0.49
H -4.73137 -1.46908 3.83871 -0.02 0.01 0.00 0.41
H -5.93662 0.48043 2.79141 0.00 -0.01 0.00 0.39
H -4.79839 1.78797 1.02440 -0.01 0.00 0.01 0.44
N 0.73443 1.51045 -1.47669 0.24 -0.32 0.01 -0.11
C 0.01373 2.30107 -2.45240 -0.02 0.11 0.16 -0.33
C 0.03393 3.68223 -2.35065 -0.07 -0.01 0.01 -0.62
C -0.67620 4.44894 -3.26455 0.00 -0.01 0.01 -0.65
C -1.39534 3.83401 -4.27712 0.01 0.01 0.01 -0.51
C -1.40683 2.44848 -4.36914 -0.02 -0.02 -0.01 -0.91
C -0.70914 1.67488 -3.45534 0.02 0.01 -0.05 0.45
H 1.31178 2.11661 -0.90282 0.05 0.04 -0.05 0.37
H 1.35347 0.85338 -1.95120 -0.04 -0.01 -0.05 0.21
H 0.59113 4.16045 -1.55319 0.01 0.00 0.00 0.38
H -0.66298 5.52733 -3.18101 0.00 0.00 -0.01 0.40
H -1.94427 4.43128 -4.99234 -0.01 0.00 0.00 0.40
H -1.96998 1.96478 -5.15689 0.01 0.00 0.00 0.41
H -0.71832 0.59553 -3.51029 -0.01 -0.02 0.02 0.67
O 1.65094 -0.41722 0.44490 0.14 -0.37 -0.29 -0.92
As 2.29094 -1.95129 0.67087 -0.13 0.21 0.09 1.76
C 1.30063 -3.43552 -0.04257 0.07 0.02 -0.10 0.70
C 2.00050 -4.56335 -0.46011 0.01 -0.01 -0.10 -0.62
C 1.30952 -5.67032 -0.93241 -0.02 0.02 -0.01 -0.73
C -0.07749 -5.64919 -0.98373 0.01 -0.02 -0.01 -0.73
C -0.77181 -4.52485 -0.55939 0.00 0.02 0.01 -0.57
C -0.08827 -3.41338 -0.08610 -0.05 -0.06 0.08 -0.62
C 2.50873 -2.30563 2.53257 -0.02 0.00 0.07 0.33
C 3.33148 -1.45779 3.27004 -0.01 0.00 0.02 -0.46
C 3.49547 -1.67745 4.62744 0.00 0.00 0.00 -0.78
C 2.84270 -2.73911 5.24241 0.01 0.00 0.01 -0.44
C 2.02355 -3.58111 4.50597 -0.01 0.00 -0.01 -0.77
C 1.85231 -3.36586 3.14474 0.01 -0.01 0.02 -0.32
C 4.05464 -1.91513 -0.06781 0.03 0.03 0.02 0.32
C 4.37785 -0.90138 -0.96117 0.07 -0.01 0.00 -0.19
C 5.65667 -0.83981 -1.49602 -0.03 0.02 0.00 -0.63
C 6.60553 -1.78548 -1.13427 0.01 -0.03 0.02 -0.56
C 6.28679 -2.78667 -0.22583 0.01 0.02 -0.03 -0.73
C 5.01212 -2.84914 0.31587 0.00 -0.01 0.04 -0.70
H 3.08294 -4.58875 -0.43591 0.00 0.03 0.01 0.40
H 1.85493 -6.54714 -1.25569 0.00 0.00 0.00 0.42
H -0.61691 -6.51464 -1.34738 0.00 0.00 0.00 0.41
H -1.85426 -4.51110 -0.58862 -0.01 -0.01 -0.01 0.45
H -0.63705 -2.54491 0.25498 0.02 0.03 -0.01 0.83
H 3.83807 -0.62906 2.78954 0.00 0.00 -0.01 0.45
H 4.13201 -1.02264 5.20728 0.00 0.00 0.00 0.42
H 2.97578 -2.90974 6.30262 0.00 0.00 0.00 0.40
H 1.51793 -4.40651 4.98923 0.00 0.00 0.00 0.42
H 1.21233 -4.02307 2.56869 0.00 0.00 0.00 0.44
H 3.63141 -0.16234 -1.22364 0.01 0.01 0.03 0.22
H 5.91462 -0.04973 -2.18880 0.00 0.00 0.00 0.45
H 7.60294 -1.73509 -1.55066 0.00 0.00 0.00 0.41
H 7.03424 -3.51082 0.06927 0.00 0.00 0.00 0.43
H 4.78106 -3.60864 1.05447 -0.03 0.00 -0.01 0.42
C -2.31573 -1.73918 -2.48706 0.08 0.03 0.04 -1.05
N -1.20072 -2.37484 -3.16383 0.03 0.00 0.01 0.54
C -1.57274 -3.47553 -4.04659 -0.02 0.06 0.00 -0.69
C -0.54928 -3.66201 -5.14140 0.00 0.01 -0.02 -0.83
C 0.81267 -3.80882 -4.50508 0.03 0.05 -0.01 -0.64
N 1.06277 -2.70452 -3.59044 0.02 -0.13 -0.02 0.51
C 2.45949 -2.39715 -3.35271 -0.06 0.03 0.00 -0.89
C 0.08895 -2.02100 -2.92711 0.43 0.10 0.04 -0.35
O 0.43121 -1.09262 -2.15491 -0.53 -0.36 -0.23 -0.73
H -2.84639 -1.05956 -3.15889 -0.02 -0.01 0.01 0.39
H -1.96818 -1.17702 -1.62812 0.07 0.11 0.08 0.08
H -3.01334 -2.51078 -2.15346 0.00 0.01 0.02 0.45
H -2.54823 -3.23443 -4.47055 0.00 0.00 -0.01 0.48
H -1.68905 -4.39675 -3.46339 0.02 -0.01 0.02 0.31
H -0.55542 -2.79231 -5.80222 0.00 -0.01 0.00 0.27
H -0.78830 -4.54106 -5.73899 0.00 0.00 0.01 0.40
H 1.59451 -3.79236 -5.26602 0.00 0.00 0.00 0.46
H 0.89607 -4.76231 -3.97094 -0.02 -0.02 0.01 0.26
H 2.89928 -1.89101 -4.21671 0.02 -0.02 -0.01 0.40
H 3.01213 -3.32154 -3.17192 0.01 -0.01 0.02 0.46
H 2.55352 -1.75406 -2.48626 -0.05 -0.06 -0.07 -0.23



# 3
82
Properties=species:S:1:pos:R:3:forces:R:3:mulliken_charge:R:1 method="wB97M-V/def2-TZVPD" charge=-1 molar_mass_g_mol=630.658 max_force_ev_per_a=5.6 energy_ev=-65368.6643 homo_lumo_gap_ev=5.79
C 0.94339 7.00015 -2.58121 -0.19 -0.38 -1.30 -0.94
C -0.15179 5.78011 -2.91396 0.68 -1.92 1.61 0.67
N -0.16418 4.67424 -2.08642 -0.44 3.97 -3.90 -0.82
C -1.08389 6.00562 -4.24300 2.81 0.84 0.56 -0.91
P -2.96580 5.88386 -3.95060 0.37 -1.81 -2.55 0.25
O -2.96105 5.93345 -2.21034 -2.34 1.98 -0.61 -0.39
C -3.96857 6.98233 -1.95407 1.27 0.91 2.21 -0.55
C -3.37168 8.26516 -2.83865 0.05 -2.83 1.17 -0.17
O -3.08018 7.64344 -4.14193 -1.42 1.59 2.76 -0.55
H 0.41432 7.97584 -2.17932 1.01 -2.12 -0.60 0.19
H 1.41156 7.31153 -3.63460 -1.02 -0.66 2.21 0.25
H 1.83896 6.63919 -1.91718 -2.01 0.68 -0.98 0.29
H -0.88851 4.02434 -2.48935 0.79 1.09 0.55 0.41
H -0.85193 7.06981 -4.71254 -0.23 -2.15 1.09 0.22
H -0.79119 5.21732 -5.06040 -0.60 1.23 1.67 0.34
H -4.39024 5.63362 -3.93562 -0.12 0.54 0.26 0.09
H -2.75631 4.43326 -4.00782 -0.25 0.16 0.36 -0.19
H -3.03945 5.91583 -5.41089 0.00 -0.23 0.03 0.01
H -3.86809 7.18879 -0.79695 -0.08 -0.04 -2.09 0.26
H -5.11134 6.72961 -2.05284 2.23 0.13 -0.60 0.26
H -2.32048 8.41003 -2.30506 -2.23 0.54 -0.93 0.08
H -4.16298 9.12314 -2.75664 1.80 -1.20 -0.73 0.31
F -1.30758 2.40973 -3.50448 0.01 -0.56 -0.23 -0.28
C -0.46591 1.41516 -3.81595 0.43 -0.44 -0.12 0.29
C -0.68534 0.66884 -4.96857 -0.04 -0.02 -0.06 -0.56
C 0.19369 -0.36348 -5.29598 0.16 0.18 0.40 -0.12
C 1.27727 -0.64528 -4.46038 0.01 0.13 -0.13 -0.77
C 1.48615 0.10625 -3.30301 -0.33 0.06 -0.34 -0.28
C 0.61341 1.14559 -2.98185 0.02 0.00 0.15 -0.43
H -1.53703 0.89680 -5.60110 0.09 0.05 0.10 0.44
H 0.03533 -0.94780 -6.19900 -0.01 0.10 0.16 0.39
H 1.96008 -1.45344 -4.71379 -0.10 0.13 0.01 0.37
H 2.32784 -0.11759 -2.65204 -0.14 0.08 -0.09 0.37
H 0.76597 1.74555 -2.09085 -0.08 0.05 -0.12 0.52
F 0.17205 -4.35029 -4.81152 0.12 -0.01 -0.29 -0.31
C -0.31596 -4.35495 -3.56394 -0.45 0.03 1.16 0.15
C -0.02964 -3.29286 -2.71328 0.09 -0.02 -0.04 0.04
C -0.54181 -3.29482 -1.41587 -0.14 -0.44 -0.21 -0.52
C -1.32638 -4.36533 -0.97970 0.03 0.04 -0.01 -0.46
C -1.60397 -5.42917 -1.83943 0.22 0.35 -0.02 -0.51
C -1.10097 -5.42149 -3.14018 0.04 -0.02 -0.10 -0.33
H 0.58844 -2.47407 -3.06684 -0.18 -0.15 0.05 0.19
H -0.33020 -2.46546 -0.74555 -0.01 -0.11 -0.16 0.48
H -1.72194 -4.36859 0.03375 0.06 -0.02 -0.19 0.42
H -2.21142 -6.26322 -1.49640 0.09 0.15 -0.08 0.38
H -1.31433 -6.23592 -3.82452 0.05 0.09 0.03 0.41
F -2.25431 -6.39625 1.99597 -0.21 0.00 -0.13 -0.35
C -1.09185 -6.40193 2.66176 0.99 -0.01 0.55 0.35
C -0.91052 -5.52951 3.72931 -0.05 0.00 -0.01 -0.46
C 0.29780 -5.53867 4.42607 0.04 -0.34 -0.31 -0.28
C 1.31635 -6.41352 4.04010 -0.07 0.02 0.00 -0.59
C 1.12654 -7.28185 2.96404 -0.26 0.30 0.19 -0.40
C -0.08582 -7.28022 2.27468 -0.07 -0.01 -0.06 -0.36
H -1.70986 -4.85125 4.00944 0.05 -0.08 -0.05 0.43
H 0.44666 -4.86596 5.26705 -0.06 -0.11 -0.19 0.38
H 2.26026 -6.41720 4.58102 -0.18 0.00 -0.09 0.50
H 1.92222 -7.95898 2.66288 -0.18 0.10 0.03 0.36
H -0.25358 -7.95472 1.44160 -0.02 0.11 0.05 0.41
F 1.64569 -2.68246 4.31322 -0.04 -0.36 -0.06 -0.31
C 2.80815 -2.68814 4.97901 1.13 0.00 0.65 0.32
C 2.98948 -1.81571 6.04655 -0.12 -0.01 0.03 -0.24
C 4.19780 -1.82487 6.74331 0.04 -0.35 -0.36 -0.54
C 5.21635 -2.69973 6.35734 -0.06 0.03 0.00 -0.43
C 5.02654 -3.56806 5.28128 -0.25 0.29 0.21 -0.57
C 3.81418 -3.56643 4.59192 -0.08 -0.02 -0.08 -0.27
H 2.19014 -1.13746 6.32668 0.08 -0.07 -0.08 0.39
H 4.34666 -1.15216 7.58429 -0.07 -0.10 -0.18 0.36
H 6.16026 -2.70341 6.89826 -0.18 0.00 -0.11 0.36
H 5.82222 -4.24518 4.98012 -0.18 0.11 0.03 0.36
H 3.64642 -4.24093 3.75884 -0.03 0.11 0.04 0.53
F 2.04331 0.94100 4.59789 0.39 -0.04 0.27 -0.28
C 0.92461 1.00464 3.86367 -1.21 0.12 -0.81 0.32
C 0.22290 -0.16267 3.58326 0.07 -0.07 0.14 0.11
C -0.94475 -0.09623 2.82315 0.16 0.55 0.01 -0.56
C -1.39211 1.13680 2.34225 0.00 -0.09 0.02 -0.60
C -0.67803 2.30221 2.62483 0.02 -0.34 0.11 -0.51
C 0.48331 2.23681 3.39427 0.09 -0.04 0.07 -0.43
H 0.59011 -1.11242 3.95823 -0.18 0.43 -0.14 0.34
H -1.50485 -1.00212 2.60495 0.13 0.12 0.04 0.43
H -2.30045 1.18758 1.74567 0.20 0.02 0.09 0.41
H -1.02591 3.26021 2.24600 0.11 -0.18 0.05 0.41
H 1.04573 3.13392 3.63092 -0.02 -0.10 -0.04 0.42